[1]
C14H19Cl2F9O6 | the ωB97M-V functional and the def2-TZVPD basis

HOMO energy ... -10.47 eV
SMILES ... CCOC(=O)C(F)(F)F.CCOC(=O)C(F)(F)F.CCOC(=O)C(F)(F)F.ClCCCl
Relative energy (zero: lowest compared OMol25 entry of this formula, charge and spin) ... 0.000 eV
LUMO ... 0.553 eV
Frontier orbital gap ... 0.4052 Ha

```
! wB97M-V def2-TZVPD RIJCOSX def2/J DEFGRID3
* xyz 0 1
C -2.084 7.489 -1.480
C -2.180 5.991 -1.559
O -0.986 5.440 -0.985
C -0.995 4.143 -0.748
O -1.849 3.366 -1.040
C 0.285 3.693 -0.008
F -0.059 2.950 1.048
F 1.034 2.936 -0.821
F 1.029 4.716 0.418
H -1.768 7.820 -0.492
H -3.055 7.943 -1.691
H -1.397 7.908 -2.216
H -2.278 5.641 -2.589
H -3.051 5.600 -1.030
C -0.203 -2.698 -4.022
C 0.188 -4.033 -4.597
O 0.667 -4.925 -3.575
C 1.979 -5.111 -3.495
O 2.825 -4.624 -4.175
C 2.301 -6.089 -2.344
F 3.297 -6.899 -2.715
F 2.707 -5.381 -1.277
F 1.263 -6.835 -1.982
H 0.658 -2.182 -3.598
H -1.003 -2.747 -3.282
H -0.579 -2.073 -4.837
H 0.953 -3.883 -5.356
H -0.660 -4.529 -5.067
C -1.954 -0.824 7.148
C -0.648 -0.358 6.553
O -0.843 0.024 5.162
C -0.667 -0.922 4.264
O -0.307 -2.043 4.447
C -0.964 -0.425 2.833
F -1.816 -1.269 2.249
F -1.490 0.798 2.792
F 0.168 -0.415 2.118
H -2.167 -1.870 6.939
H -2.734 -0.134 6.842
H -1.856 -0.796 8.240
H 0.152 -1.095 6.588
H -0.288 0.547 7.036
Cl 3.713 -1.926 -0.417
C 2.121 -1.149 -0.691
C 2.236 0.045 -1.606
Cl 3.002 -0.334 -3.176
H 1.773 -0.848 0.291
H 1.463 -1.914 -1.095
H 2.809 0.837 -1.131
H 1.260 0.446 -1.871
*
```

Here are the natural (NBO) charges for atoms 1 to 2, given in e: atom 1 (C): -0.630, atom 2 (C): -0.081

=====

[2]
C31H31N4OS2Ta | the ωB97M-V functional and the def2-TZVPD basis

HOMO energy (alpha / beta) ... -18.83 / -18.81 eV
Relative energy (zero: lowest compared OMol25 entry of this formula, charge and spin) ... 0.000 eV
LUMO (alpha / beta) ... -14.811 / -14.821 eV
Frontier orbital gap (alpha / beta) ... 0.1476 / 0.1468 Ha

```
! wB97M-V def2-TZVPD RIJCOSX def2/J DEFGRID3
* xyz 4 1
Ta -1.052 0.264 -1.589
S -1.700 -1.982 -1.409
C -1.929 -1.533 0.327
N -1.783 -2.573 1.196
C -2.471 -2.583 2.510
C -3.314 -1.341 2.634
N -2.592 -0.181 2.136
C -2.718 1.026 2.951
C -1.456 1.313 3.763
C -0.761 2.533 3.622
C 0.130 2.960 4.556
C 0.446 2.084 5.616
C -0.202 0.866 5.755
C -1.149 0.458 4.790
C -2.280 -0.230 0.795
S -2.366 1.428 -0.035
C -1.137 -3.839 0.817
C 0.362 -3.739 0.427
C 1.265 -3.080 1.271
C 2.650 -3.177 1.098
C 3.142 -3.797 -0.072
C 2.225 -4.355 -0.954
C 0.860 -4.356 -0.740
H -1.700 -2.606 3.309
H -3.067 -3.494 2.611
H -3.540 -1.141 3.691
H -4.255 -1.529 2.087
H -3.515 0.802 3.639
H -3.024 1.859 2.293
H -0.896 3.130 2.695
H 0.640 3.893 4.450
H 1.166 2.387 6.378
H 0.026 0.276 6.642
H -1.700 -0.474 4.951
H -1.665 -4.394 0.016
H -1.147 -4.465 1.723
H 0.872 -2.431 2.085
H 3.304 -2.794 1.862
H 4.171 -3.823 -0.335
H 2.582 -4.893 -1.816
H 0.191 -4.850 -1.463
N 0.871 0.652 -1.783
C 1.823 1.095 -1.217
N 3.023 1.260 -0.825
C 3.706 2.628 -0.746
C 3.882 3.018 0.691
O 4.717 2.063 1.401
C 4.190 0.748 1.349
C 3.853 0.327 -0.031
H 3.139 3.379 -1.348
H 4.676 2.431 -1.237
H 2.883 3.083 1.186
H 4.318 4.030 0.774
H 3.343 0.667 2.052
H 5.007 0.095 1.764
H 3.396 -0.654 0.008
H 4.844 0.209 -0.556
C -1.916 0.770 -3.114
C -1.970 1.258 -4.246
C -1.999 1.694 -5.602
C -1.652 0.716 -6.585
C -2.047 0.913 -7.875
C -2.715 2.094 -8.216
C -2.930 3.124 -7.291
C -2.644 2.920 -5.961
H -1.144 -0.155 -6.222
H -1.850 0.158 -8.650
H -3.076 2.253 -9.235
H -3.484 4.003 -7.619
H -2.856 3.601 -5.147
*
```

Here are the natural (NBO) charges for atoms 1 to 2, given in e: atom 1 (Ta): 1.596, atom 2 (S): 0.166

=====

[3]
C30H68Cl4O13 | the ωB97M-V functional and the def2-TZVPD basis

HOMO energy ... -9.51 eV
SMILES ... C1CCOC1.C1CCOC1.C1CCOC1.C1CCOC1.C1CCOC1.ClCCl.ClCCl.OCCO.OCCO.OCCO.OCCO
LUMO ... 0.175 eV
Frontier orbital gap ... 0.3558 Ha

```
! wB97M-V def2-TZVPD RIJCOSX def2/J DEFGRID3
* xyz 0 1
C -5.298 -5.857 -0.627
C -4.954 -7.093 0.059
C -3.439 -6.978 0.459
O -3.367 -5.567 0.779
C -4.172 -4.897 -0.218
H -6.212 -5.396 -0.253
H -5.244 -5.967 -1.710
H -5.094 -7.991 -0.543
H -5.468 -7.286 1.000
H -2.658 -7.211 -0.264
H -3.205 -7.612 1.314
H -3.650 -4.585 -1.122
H -4.615 -4.008 0.231
C 3.532 -10.214 0.112
C 3.860 -9.705 1.532
C 2.568 -9.165 1.949
O 1.643 -10.143 1.507
C 2.074 -10.701 0.275
H 4.209 -11.013 -0.192
H 3.572 -9.396 -0.607
H 4.633 -8.940 1.459
H 4.204 -10.487 2.209
H 2.266 -8.209 1.521
H 2.484 -8.939 3.012
H 1.497 -10.428 -0.609
H 2.052 -11.772 0.477
C 2.720 4.415 -4.246
C 3.559 5.554 -4.908
C 4.955 4.847 -5.118
O 4.708 3.506 -4.643
C 3.786 3.569 -3.617
H 2.171 3.764 -4.926
H 1.986 4.722 -3.501
H 3.618 6.402 -4.225
H 3.101 5.842 -5.855
H 5.731 5.335 -4.529
H 5.191 4.833 -6.182
H 4.361 3.956 -2.776
H 3.351 2.600 -3.374
C 0.615 0.841 1.206
C 1.434 -0.152 1.980
C 2.083 -1.042 0.842
O 1.278 -0.855 -0.261
C 0.142 -0.021 0.041
H 1.245 1.634 0.805
H -0.107 1.363 1.834
H 0.715 -0.810 2.469
H 2.056 0.307 2.749
H 2.215 -2.091 1.105
H 3.035 -0.549 0.643
H -0.735 -0.590 0.349
H -0.238 0.653 -0.727
C 2.793 -0.741 10.523
C 4.037 -0.857 9.656
C 3.624 -0.316 8.276
O 2.231 -0.291 8.329
C 1.861 0.059 9.641
H 2.865 -0.164 11.444
H 2.442 -1.727 10.830
H 4.408 -1.880 9.599
H 4.795 -0.187 10.063
H 3.920 -0.966 7.454
H 4.036 0.656 8.005
H 0.825 -0.158 9.901
H 2.067 1.123 9.764
Cl 2.741 5.295 6.261
C 1.001 4.940 6.227
Cl 0.165 5.463 7.705
H 0.573 5.425 5.350
H 0.905 3.862 6.100
Cl 9.336 -4.886 -2.585
C 8.063 -5.362 -1.379
Cl 6.363 -4.888 -1.841
H 8.011 -6.451 -1.368
H 8.271 -4.891 -0.418
O -0.639 8.800 -2.001
C -0.650 9.085 -0.610
C -0.161 7.939 0.263
O -0.916 6.797 -0.114
H -1.538 8.528 -2.204
H -0.102 10.017 -0.469
H -1.683 9.251 -0.305
H -0.338 8.141 1.319
H 0.883 7.654 0.134
H -1.154 6.836 -1.043
O -5.987 2.856 -0.475
C -5.629 3.559 0.726
C -6.733 3.638 1.711
O -7.732 4.606 1.222
H -5.368 3.145 -1.150
H -4.787 3.046 1.192
H -5.425 4.610 0.526
H -6.512 3.889 2.749
H -7.074 2.603 1.719
H -7.936 4.155 0.400
O -4.621 6.642 -3.925
C -5.315 5.942 -4.937
C -4.371 4.937 -5.575
O -4.034 3.832 -4.649
H -5.148 7.417 -3.718
H -6.188 5.446 -4.514
H -5.755 6.657 -5.632
H -3.454 5.404 -5.935
H -4.854 4.472 -6.434
H -3.967 3.045 -5.194
O -2.834 -0.793 -6.682
C -1.898 -1.858 -6.492
C -0.474 -1.276 -6.561
O 0.011 -1.068 -7.917
H -3.675 -1.198 -6.907
H -2.199 -2.453 -5.630
H -1.952 -2.608 -7.281
H 0.188 -2.065 -6.204
H -0.440 -0.347 -5.992
H 0.935 -0.820 -7.833
*
```

Here are the Mulliken charges for atoms 1 to 2, given in e: atom 1 (C): -0.356, atom 2 (C): -0.499

=====

[4]
C45H37AuN6OP2 | the ωB97M-V functional and the def2-TZVPD basis

HOMO energy ... -13.50 eV
Relative energy (zero: lowest compared OMol25 entry of this formula, charge and spin) ... 0.210 eV
LUMO ... -8.301 eV
Frontier orbital gap ... 0.1911 Ha

```
! wB97M-V def2-TZVPD RIJCOSX def2/J DEFGRID3
* xyz 2 1
Au -0.835 0.089 -1.209
C 3.461 1.152 3.731
C 3.451 -0.268 3.142
C 4.464 -1.143 3.876
C 3.782 -0.193 1.648
C 5.057 -0.263 1.094
C 5.259 -0.209 -0.285
C 4.182 -0.147 -1.156
C 2.889 -0.084 -0.631
P 1.440 -0.364 -1.640
C 1.733 0.300 -3.278
C 2.359 -0.522 -4.226
C 2.682 -0.011 -5.471
C 2.378 1.308 -5.782
C 1.759 2.125 -4.846
C 1.438 1.625 -3.595
C 1.208 -2.144 -1.787
C 0.336 -2.647 -2.757
C 0.037 -3.999 -2.781
C 0.600 -4.853 -1.840
C 1.464 -4.356 -0.873
C 1.768 -3.004 -0.842
C 2.752 -0.033 0.743
O 1.460 0.105 1.160
C 1.112 -0.581 2.281
C -0.218 -0.956 2.316
C -0.673 -1.659 3.439
C 0.218 -1.941 4.460
C 1.550 -1.538 4.378
C 2.036 -0.841 3.278
P -1.412 -0.437 1.093
C -2.696 -1.653 1.048
C -3.850 -1.477 1.812
C -4.805 -2.484 1.841
C -4.608 -3.643 1.109
C -3.456 -3.815 0.344
C -2.497 -2.822 0.309
C -1.941 1.194 1.559
C -1.070 1.969 2.339
C -1.418 3.263 2.683
C -2.626 3.794 2.251
C -3.500 3.032 1.484
C -3.154 1.743 1.130
H 4.449 1.599 3.624
H 3.208 1.126 4.790
H 2.740 1.795 3.221
H 5.468 -0.731 3.791
H 4.474 -2.163 3.491
H 4.247 -1.178 4.943
H 5.916 -0.372 1.742
H 6.264 -0.257 -0.678
H 4.347 -0.169 -2.225
H 2.594 -1.552 -3.993
H 3.170 -0.643 -6.200
H 2.628 1.701 -6.758
H 1.528 3.153 -5.088
H 0.968 2.277 -2.869
H -0.105 -1.993 -3.500
H -0.627 -4.388 -3.540
H 0.375 -5.910 -1.869
H 1.912 -5.025 -0.152
H 2.453 -2.625 -0.093
H -1.702 -1.981 3.519
H -0.123 -2.478 5.333
H 2.216 -1.775 5.196
H -4.007 -0.571 2.384
H -5.703 -2.354 2.427
H -5.360 -4.420 1.126
H -3.315 -4.721 -0.228
H -1.604 -2.953 -0.295
H -0.134 1.558 2.691
H -0.753 3.854 3.297
H -2.897 4.805 2.527
H -4.453 3.435 1.170
H -3.852 1.161 0.547
N -6.630 1.115 -0.289
C -5.906 0.338 -0.731
N -5.043 -0.583 -1.172
C -3.864 -0.324 -1.457
N -2.737 -0.186 -1.811
N -3.527 4.713 -3.141
C -2.463 4.258 -2.444
C -2.194 2.877 -2.344
N -1.164 2.443 -1.647
C -0.376 3.343 -1.037
C -0.657 4.688 -1.153
N -1.687 5.163 -1.848
H -4.136 4.099 -3.649
H -3.661 5.708 -3.214
H -2.824 2.137 -2.821
H 0.456 2.977 -0.454
H -0.024 5.417 -0.663
*
```

Here are the Mulliken charges for atoms 1 to 2, given in e: atom 1 (Au): 2.548, atom 2 (C): -1.684